C30H45BrN2P2PdS as an isolated structure in a non-equilibrium geometry. Source: OMol25; level of theory: the ωB97M-V functional and the def2-TZVPD basis.

XYZ file:
```
82
Properties=species:S:1:pos:R:3:mulliken_charge:R:1
N -7.06815 5.58984 -5.55705 -0.572
C -6.86561 6.19269 -4.38703 -0.307
C -6.07275 5.60472 -3.39105 -0.479
C -5.47132 4.34660 -3.63055 0.690
C -5.72684 3.72682 -4.88447 -0.433
C -6.53479 4.39160 -5.81591 -0.336
C -4.57506 3.77362 -2.64980 -0.064
Pd -0.32199 -0.10129 1.04716 -0.455
P 5.61407 -0.78547 0.19015 0.328
C -3.68390 2.79680 -2.95033 -0.439
C -2.70839 2.38786 -1.98970 1.150
C -1.56367 1.74370 -2.46916 -0.662
C -0.60073 1.25050 -1.58398 -0.306
C -0.89608 1.42057 -0.25131 0.276
C -1.91513 2.17806 0.28197 -0.857
C -2.88290 2.62683 -0.61569 -0.679
Br 2.08379 0.44350 1.87768 -0.519
H -4.58772 4.28145 -1.68298 0.199
H -3.60806 2.38478 -3.95928 0.185
H -5.88800 6.13017 -2.45710 0.342
H -5.30168 2.74908 -5.12381 0.310
H -7.32934 7.16876 -4.20904 0.352
H -6.74206 3.93376 -6.78687 0.352
H -1.47836 1.60171 -3.54603 0.383
H -3.78819 3.10327 -0.24559 0.341
H 0.27613 0.71390 -1.92576 0.717
H -2.02331 2.32394 1.35225 0.580
P -0.65002 -2.10950 0.14477 0.738
C 5.30650 1.02650 0.36540 -0.316
C 6.49671 1.90205 -0.08705 -1.236
H 5.10531 1.19885 1.42983 0.392
H 4.37994 1.29327 -0.16473 0.326
H 6.39048 2.92013 0.30837 0.366
H 7.44234 1.49325 0.29542 0.374
H 6.57121 1.97615 -1.17628 0.337
C 5.06476 -1.26819 -1.50069 0.089
C 5.90034 -2.39691 -2.13612 -1.237
H 5.16748 -0.36420 -2.11739 0.418
H 3.99523 -1.52704 -1.46870 -0.163
H 5.67923 -2.47911 -3.20812 0.385
H 6.97316 -2.19365 -2.03508 0.373
H 5.69298 -3.37119 -1.67977 0.330
C 4.70907 -1.78852 1.45579 0.456
C 5.56882 -1.98694 2.71519 -1.327
H 4.51047 -2.76797 0.99240 0.356
H 3.72017 -1.33627 1.70579 -0.427
H 5.10594 -2.72714 3.38628 0.377
H 6.55792 -2.36528 2.42161 0.399
H 5.70271 -1.05560 3.28104 0.333
C -0.43230 -3.40195 1.41183 -0.231
C -1.55568 -4.43611 1.48094 -1.287
H -0.29318 -2.87578 2.37166 0.119
H 0.52583 -3.88110 1.16326 0.541
H -2.49148 -4.01343 1.86947 0.285
H -1.75284 -4.87788 0.49469 0.334
H -1.25588 -5.24929 2.15414 0.430
C 0.63748 -2.34128 -1.12062 -0.287
C 0.16288 -2.39260 -2.57086 -1.374
H 1.17639 -3.26114 -0.83910 0.576
H 1.32182 -1.49030 -0.96125 0.033
H -0.48094 -3.26106 -2.75673 0.386
H -0.37752 -1.48275 -2.86193 0.286
H 1.03934 -2.47719 -3.22580 0.391
C -2.30856 -2.18415 -0.60183 -0.678
C -3.43259 -1.70531 0.32552 -1.154
H -2.47920 -3.21349 -0.95396 0.609
H -2.25967 -1.53804 -1.49269 0.404
H -4.10998 -1.04568 -0.23022 0.323
H -4.02542 -2.54664 0.71066 0.344
H -3.05758 -1.12548 1.18082 0.164
S -1.59310 0.33309 3.11122 -0.458
C -0.66578 -0.04027 4.47133 0.478
N -0.82231 -1.30872 5.00026 -0.047
C -0.15729 -1.73537 6.11465 -0.229
C 0.68752 -0.86342 6.76855 -0.631
C 0.85916 0.43508 6.26527 -0.251
C 0.17383 0.85230 5.13212 -0.514
H -1.45855 -1.93017 4.50668 0.258
H -0.34151 -2.76210 6.40447 0.442
H 1.21227 -1.19746 7.66250 0.420
H 1.54332 1.12042 6.75566 0.428
H 0.28080 1.84676 4.69466 0.451
```

Summary:
- calculated total energy (eV) = -137739.0422
- frontier orbital gap (alpha / beta) (eV) = 5.128 / 4.014
- highest occupied orbital energy (alpha / beta) (eV) = -12.11 / -12.08
- charge = +2
- ΔE to the lowest compared entry with this formula, charge and spin (eV) = 1.099
- E_LUMO (alpha / beta) (hartree) = -0.257 / -0.296
- 2S+1 = 3
- ⟨S²⟩ = 2.04

---

C30H45ClCrO2P2 as an isolated structure in a non-equilibrium geometry. Source: OMol25; level of theory: the ωB97M-V functional and the def2-TZVPD basis.

XYZ file:
```
81
Properties=species:S:1:pos:R:3:mulliken_charge:R:1
Cr 0.45302 1.34978 -0.17080 -1.294
C 2.07071 2.73578 -0.48035 1.150
C 0.85723 3.23702 -1.07570 0.402
C 0.51856 3.05487 1.21939 0.704
C 1.85911 2.63083 0.93436 0.727
C -0.09879 3.43941 -0.01610 0.878
C 3.36916 2.49560 -1.17172 -1.687
H 3.21625 2.19232 -2.21230 0.357
H 3.94926 1.71594 -0.65949 0.465
H 3.97404 3.41349 -1.17354 0.323
C 2.89907 2.33702 1.96043 -1.473
H 3.88337 2.21088 1.49542 0.385
H 2.65242 1.39992 2.48839 0.093
H 2.97133 3.13986 2.70914 0.350
C -0.03688 3.30461 2.58248 -1.646
H 0.17221 4.32406 2.94612 0.280
H 0.39621 2.60142 3.30574 0.374
H -1.12370 3.16658 2.58087 0.347
C -1.44333 4.06933 -0.14819 -1.581
H -1.37849 5.16352 -0.05324 0.349
H -2.12269 3.71387 0.63908 0.312
H -1.88665 3.84716 -1.12350 0.335
C 0.66950 3.62647 -2.50127 -1.528
H 0.90279 4.69470 -2.64182 0.354
H -0.37020 3.46758 -2.82284 0.348
H 1.33316 3.05310 -3.16124 0.295
C 0.27398 -3.61320 -2.27928 0.394
C 0.77088 -3.04356 -3.38902 -0.576
C 0.10668 -3.03248 -4.73349 -0.839
C -1.43467 -2.84892 -4.68393 -1.094
C -1.93463 -1.99366 -3.55833 0.406
C -2.45746 -2.50805 -2.42935 -0.804
C -2.27007 -3.92545 -1.96335 -1.117
C -0.89029 -4.56191 -2.28870 -1.178
H 0.33481 -3.97405 -5.25545 0.386
H -1.92595 -3.83284 -4.67431 0.249
H 0.53102 -2.23031 -5.36186 0.382
H -0.94316 -5.10124 -3.24346 0.326
H 0.85091 -3.58263 -1.34254 0.267
H 1.83587 -2.78019 -3.41988 0.712
H -0.69164 -5.33818 -1.53310 0.438
H -2.42245 -3.98660 -0.87058 0.343
H -3.20229 -1.95894 -1.84869 0.980
H -3.06115 -4.54860 -2.40835 0.482
H -1.74561 -2.37286 -5.62867 0.432
H -2.01360 -0.93006 -3.80365 0.252
P 1.17490 -0.77635 -0.62641 1.561
C 2.29852 -1.83936 0.22667 -0.914
C 1.56080 -0.31721 -2.33338 -0.441
P -1.68815 0.21911 -0.33688 1.648
C -0.57996 -1.27632 -0.52064 0.926
C -2.47514 0.73602 -1.88119 -1.469
C -2.97063 -0.08493 0.87417 -1.119
H 2.31698 -1.48064 1.28546 0.086
H 3.30486 -1.75641 -0.20878 0.508
H 1.95495 -2.88090 0.19057 0.338
H 1.03926 -0.99131 -3.01781 -0.360
H 2.64563 -0.40768 -2.48023 0.532
H 1.25005 0.71370 -2.57129 -0.147
H -3.49802 -1.02058 0.64751 0.407
H -3.67786 0.75539 0.87428 0.461
H -2.48500 -0.14836 1.85575 0.104
H -0.73791 -1.95882 0.32795 0.555
H -0.76251 -1.81852 -1.45019 -1.964
H -3.13567 1.59067 -1.66215 0.473
H -3.07095 -0.07296 -2.31504 0.581
H -1.71429 1.07211 -2.60410 0.249
Cl -0.67055 -0.14820 9.00113 -0.200
C -0.28319 -0.13024 7.33770 0.392
C 0.94850 -0.65356 6.89960 -0.709
C 1.24628 -0.67230 5.54012 -0.355
C 0.32141 -0.19572 4.60071 0.390
C -0.89421 0.35219 5.04191 -0.029
C -1.20014 0.39082 6.40587 -0.888
C 0.66608 -0.28740 3.12506 -0.024
O 1.85109 -0.62007 2.84718 -0.987
O -0.25983 0.01837 2.30300 -0.203
H 1.66063 -1.03979 7.62932 0.397
H 2.20366 -1.06046 5.18994 0.419
H -1.59766 0.75404 4.31216 0.330
H -2.13979 0.81432 6.75870 0.392
```

Summary:
- calculated total energy (eV) = -95449.5930
- frontier orbital gap (alpha / beta) (eV) = 6.377 / 7.579
- highest occupied orbital energy (alpha / beta) (eV) = -10.51 / -10.52
- charge = +1
- E_LUMO (alpha / beta) (hartree) = -0.152 / -0.108
- 2S+1 = 4
- ⟨S²⟩ = 3.91

---

C30H45CrO18 as an isolated structure in a non-equilibrium geometry. Source: OMol25; level of theory: the ωB97M-V functional and the def2-TZVPD basis.

XYZ file:
```
94
Properties=species:S:1:pos:R:3:mulliken_charge:R:1
Cr 0.22110 -2.93369 -1.06860 0.111
C 4.22859 -2.85726 -1.41766 -1.357
C 2.74986 -3.00581 -1.36820 1.570
O 1.97693 -2.39214 -2.18026 -0.604
O 2.18718 -3.66100 -0.44788 -0.625
H 4.70052 -3.45629 -0.64195 0.365
H 4.49585 -1.81273 -1.26621 0.225
H 4.64162 -3.21453 -2.36055 0.440
C -2.90322 -4.52459 0.80077 -1.139
C -1.73943 -3.99729 0.02710 1.336
O -0.54538 -4.26803 0.34877 -0.617
O -1.88403 -3.19287 -0.93427 -0.605
H -3.80631 -4.00566 0.49100 0.295
H -2.74053 -4.39372 1.86728 0.279
H -3.01211 -5.58733 0.58015 0.360
C -0.18141 0.54214 0.91410 0.062
C -0.02691 -0.69910 0.10973 1.786
O 0.43710 -1.76376 0.64884 -1.232
O -0.31735 -0.75605 -1.11296 -0.630
H -1.23447 0.83132 0.86254 0.318
H 0.36984 1.36689 0.46817 -0.524
H 0.10464 0.37487 1.94751 -0.196
O 1.60997 3.72275 -0.40174 -0.611
C 1.92097 2.90570 -1.21508 0.319
O 1.04409 2.45760 -2.14225 -0.271
C 1.60772 1.46772 -2.99106 0.100
C 3.00152 1.10025 -2.42699 0.012
C 3.22356 2.15576 -1.32529 0.030
H 1.68824 1.82398 -4.01979 0.364
H 0.95566 0.59376 -3.01921 -0.206
H 3.73424 1.17380 -3.22421 0.467
H 3.00019 0.09423 -2.00881 -0.544
H 4.06844 2.79256 -1.59585 0.360
H 3.48684 1.78819 -0.33546 -0.180
O -0.90780 6.22109 4.22174 -0.578
C -0.45508 5.11550 4.17535 0.409
O -0.09758 4.41809 5.28496 -0.367
C 0.52269 3.16738 4.93005 -0.502
C 0.06210 2.86059 3.50233 1.650
C -0.21796 4.26030 2.94719 -0.429
H 0.24018 2.42978 5.67354 0.298
H 1.60492 3.31575 4.96175 0.257
H -0.83141 2.23646 3.49659 -0.344
H 0.84134 2.34638 2.94897 -0.839
H -1.04352 4.32710 2.24303 0.270
H 0.64245 4.65483 2.39910 0.239
O 1.76314 -0.54664 3.78730 -0.561
C 2.70365 -0.61035 3.05741 0.393
O 3.38122 -1.75909 2.84030 -0.368
C 4.47222 -1.54078 1.95569 -0.451
C 4.14229 -0.26565 1.18045 0.153
C 3.33917 0.49158 2.24262 0.447
H 4.60729 -2.37768 1.27571 0.131
H 5.42789 -1.40577 2.47059 0.283
H 3.53122 -0.41385 0.28628 -0.471
H 4.99512 0.32501 0.84238 0.559
H 2.57317 1.14034 1.81961 -0.466
H 3.95652 1.14797 2.86001 0.391
O -4.48024 1.10837 -3.74561 -0.583
C -3.69438 1.79763 -3.16760 0.326
O -3.50436 3.09292 -3.53002 -0.371
C -2.51154 3.73190 -2.72054 -0.593
C -2.22948 2.78245 -1.54111 0.122
C -2.68641 1.43621 -2.10097 0.538
H -2.92203 4.67179 -2.35717 0.288
H -1.62141 3.94384 -3.31296 0.292
H -2.83948 3.10025 -0.69527 0.266
H -1.17899 2.77214 -1.27377 -0.171
H -3.03241 0.70072 -1.37972 0.446
H -1.84936 0.93853 -2.60576 -0.492
O -0.57183 -2.67566 -3.18373 -0.137
C -1.05623 -2.12677 -4.13412 0.431
O -2.32239 -1.70711 -4.09455 -0.239
C -2.66652 -1.05365 -5.31596 -0.277
C -1.69508 -1.61489 -6.36768 -0.678
C -0.45397 -1.89617 -5.51314 -0.332
H -2.56208 0.02969 -5.22726 0.109
H -3.70072 -1.22876 -5.59575 0.388
H -1.46717 -0.87968 -7.13725 0.336
H -2.09913 -2.50131 -6.85181 0.283
H 0.18389 -1.01448 -5.49436 0.126
H 0.07887 -2.81140 -5.75562 0.393
O -1.78986 -3.06406 6.16079 -0.581
C -2.21472 -2.33307 5.32550 0.378
O -3.42534 -1.71144 5.44901 -0.372
C -3.84090 -1.17854 4.18665 -0.554
C -2.52521 -0.91000 3.43020 0.252
C -1.62010 -2.02208 3.95707 0.402
H -4.36782 -0.25165 4.40772 0.343
H -4.51352 -1.83961 3.63590 0.250
H -2.18020 0.06035 3.79326 -0.226
H -2.66568 -0.88304 2.35223 0.258
H -0.58127 -1.72348 4.05155 0.011
H -1.70962 -2.94794 3.38717 -0.191
```

Summary:
- calculated total energy (eV) = -97120.7682
- frontier orbital gap (alpha / beta) (eV) = 8.368 / 9.905
- highest occupied orbital energy (alpha / beta) (eV) = -9.66 / -9.98
- charge = 0
- ΔE to the lowest compared entry with this formula, charge and spin (eV) = 0.000
- E_LUMO (alpha / beta) (hartree) = -0.047 / -0.003
- 2S+1 = 4
- ⟨S²⟩ = 3.80

---

C30H45GeN4O3Ti as an isolated structure in a non-equilibrium geometry. Source: OMol25; level of theory: the ωB97M-V functional and the def2-TZVPD basis.

XYZ file:
```
84
Properties=species:S:1:pos:R:3:mulliken_charge:R:1
Ti 0.30920 0.07310 0.12610 1.272
C -0.30380 -2.97280 0.74940 -1.164
N -0.25230 -1.73470 1.56020 0.360
C 0.69760 -1.94640 2.66660 -1.686
C 2.02960 -1.35500 2.30540 0.821
C 3.14870 -1.60680 3.09060 -1.087
C 4.33130 -0.93730 2.82890 -0.695
C 4.33350 -0.00240 1.79970 -1.264
C 3.17480 0.20160 1.07250 -0.672
N 2.03920 -0.48450 1.28160 1.490
C -1.59370 -1.42620 2.08930 -1.412
C -2.46490 -0.87450 0.99990 0.911
C -3.81110 -1.19440 0.91110 -1.112
C -4.56740 -0.66870 -0.12460 -1.022
C -3.93550 0.16130 -1.03860 -1.257
C -2.59340 0.45610 -0.86320 -0.843
N -1.86200 -0.03260 0.14480 1.630
C -0.61320 -2.73890 -0.70660 0.506
C -1.13240 -3.75610 -1.50180 -1.237
C -1.36880 -3.51870 -2.84690 -0.800
C -1.14270 -2.23810 -3.33620 -1.143
C -0.63200 -1.28350 -2.47740 -0.687
N -0.32190 -1.52680 -1.19400 1.226
H -1.04180 -3.67580 1.16360 0.523
H 0.67330 -3.47350 0.78670 0.644
H 0.78940 -3.00570 2.94020 0.670
H 0.34930 -1.43360 3.57150 0.620
H 3.07630 -2.30660 3.90790 0.602
H 5.20810 -1.11020 3.43390 0.494
H 5.22470 0.56290 1.57330 0.563
H 3.12530 0.97240 0.31410 0.807
H -1.51190 -0.65750 2.86730 0.621
H -2.06000 -2.31110 2.54690 0.596
H -4.25460 -1.85750 1.63490 0.625
H -5.61830 -0.89320 -0.21100 0.511
H -4.47650 0.58600 -1.87030 0.676
H -2.07950 1.13130 -1.53310 0.596
H -1.34940 -4.72010 -1.07060 0.603
H -1.72760 -4.30480 -3.49420 0.495
H -1.34600 -1.98920 -4.36530 0.610
H -0.44840 -0.27350 -2.82030 0.327
C 0.69550 1.60880 3.33730 -1.655
C 0.13920 2.40830 2.15130 1.335
C -1.35490 2.70850 2.35840 -1.333
C 0.93630 3.71570 2.04810 -1.956
O 0.29740 1.63160 0.95090 -0.450
Ge 0.76190 2.93220 -0.94100 -0.160
O 1.24570 0.74040 -1.28640 -0.869
C 2.19370 0.53330 -2.36590 1.221
C 1.65160 1.20020 -3.64230 -1.411
C 2.44050 -0.97420 -2.55820 -1.382
C 3.54030 1.21110 -2.04800 -1.530
O -0.88440 2.81440 -1.49350 1.221
C -1.83150 3.79880 -2.01480 1.348
C -1.18610 5.17840 -1.93110 -1.842
C -3.10220 3.75810 -1.16380 -1.274
C -2.15310 3.42700 -3.46010 -1.545
H 0.66690 2.23100 4.22740 0.656
H 1.73240 1.32920 3.16000 0.403
H 0.09310 0.72280 3.53100 0.317
H -1.57740 2.83620 3.41420 0.393
H -1.96270 1.89090 1.96620 0.207
H -1.62950 3.62920 1.84490 0.312
H 0.98040 4.20120 3.01910 0.503
H 0.46400 4.41670 1.35380 0.497
H 1.95940 3.51580 1.72650 0.373
H 0.60270 0.97710 -3.83100 0.141
H 2.22610 0.86350 -4.50140 0.558
H 1.75860 2.28630 -3.56660 0.501
H 1.70820 -1.43220 -3.21700 0.309
H 2.42880 -1.48810 -1.58870 0.113
H 3.41780 -1.12170 -3.01110 0.584
H 3.39010 2.20110 -1.60500 0.186
H 4.08610 1.35070 -2.97690 0.575
H 4.16630 0.60080 -1.40260 0.525
H -0.97140 5.42640 -0.88910 0.433
H -1.84280 5.93760 -2.34480 0.500
H -0.24790 5.18670 -2.48910 0.499
H -2.85240 3.71980 -0.10730 0.061
H -3.71900 2.89860 -1.40670 0.231
H -3.68300 4.65900 -1.33980 0.601
H -1.27170 3.52740 -4.09120 0.329
H -2.92060 4.09610 -3.83860 0.487
H -2.52260 2.40440 -3.52730 0.271
```

Summary:
- calculated total energy (eV) = -123554.9414
- frontier orbital gap (eV) = 8.307
- highest occupied orbital energy (eV) = -17.91
- charge = +3
- ΔE to the lowest compared entry with this formula, charge and spin (eV) = 0.853
- E_LUMO (hartree) = -0.353
- 2S+1 = 1